[1]
Here is 3 unconnected molecules or ions with the total composition C42H75N6O4S at a distorted geometry from the Open Molecules 2025 dataset. Energies are from the ωB97M-V functional and the def2-TZVPD basis.

The value obtained for the HOMO energy is -9.56 eV. The largest force on an atom comes out at 5.59 eV/Å. For the lowest unoccupied orbital energy, the calculation gives -4.4419 eV. As for the spin multiplicity: 1. The net charge is +1. As for the molecular weight: 760.17 g/mol.

Each line ends with the Mulliken charge.
CARTESIAN COORDINATES (ANGSTROEM)
C: 1.757126 -3.197388 4.844714  -0.65
N: 0.279152 -3.445034 4.916286  -0.31
C: -0.499917 -2.547470 4.027833  -0.73
C: -0.062771 -2.701820 2.464768  0.49
C: 0.629095 -1.496215 1.727213  1.22
C: 0.883210 -0.089041 2.434966  -0.40
O: 1.658641 0.084370 3.412903  -0.56
O: 0.173742 1.058969 1.947882  -0.56
O: -0.975577 0.651294 1.325077  0.70
C: -1.482712 1.788062 0.564301  -1.25
C: -2.942587 1.537021 -0.057136  1.06
C: -3.185112 2.750688 -1.123596  -1.40
C: -4.141499 1.617387 1.020128  -1.07
C: -4.817651 0.196629 1.363707  0.27
C: -5.422591 -0.566193 0.085058  -1.09
C: -3.718432 -0.675117 2.181254  -0.48
C: 1.048436 -1.785071 0.232663  0.31
C: 1.762411 -0.623501 -0.623789  -0.27
C: 3.166024 -0.300817 0.097150  -0.48
C: 4.330644 0.151097 -0.914117  -0.98
C: 4.212201 1.736412 -1.197954  -0.31
N: 3.429942 1.900594 -2.470900  -0.48
C: 0.735115 -3.156548 -0.403123  -0.61
N: 0.047717 -4.245038 0.297146  0.52
C: -0.298705 -5.549799 -0.328921  -1.32
C: -1.629254 -5.475065 -1.284017  0.73
C: -2.372298 -4.080666 -1.009875  -0.72
O: -1.144682 -5.673681 -2.624535  -0.38
C: -2.065996 -5.233899 -3.647646  -0.75
C: -1.511639 -3.844910 -4.221334  0.59
C: -2.319038 -2.537936 -4.404770  -0.46
C: -1.555507 -1.268434 -4.947441  -0.48
C: -0.032038 -1.280177 -5.305552  -0.40
C: 0.778341 -2.590984 -5.122279  -0.44
C: 0.022940 -3.833678 -4.594100  -0.31
C: -0.329269 -4.051375 1.689543  0.04
N: -0.996884 -5.110705 2.499344  -0.49
C: -2.275098 -4.878421 2.578865  0.46
S: -3.848099 -4.566020 3.001568  -0.09
H: 2.128561 -3.102254 5.935689  0.27
H: 2.260180 -4.101107 4.354851  0.28
H: 2.056344 -2.261232 4.260461  0.16
H: 0.145962 -4.439731 4.691656  0.42
H: -1.635692 -2.760212 4.093819  0.18
H: -0.389939 -1.440504 4.347925  -0.02
H: -1.523342 2.729478 1.215998  0.30
H: -0.776736 2.010112 -0.317604  0.34
H: -2.975873 0.577034 -0.689872  0.02
H: -2.750692 3.725589 -0.677997  0.30
H: -2.684828 2.517085 -2.130459  0.31
H: -4.305020 2.933581 -1.302481  0.40
H: -4.975924 2.322833 0.657802  0.49
H: -3.707192 2.057882 1.990476  0.26
H: -5.693070 0.400401 2.075051  0.40
H: -6.269074 0.030498 -0.394820  0.34
H: -4.611311 -0.813825 -0.680056  0.10
H: -5.873876 -1.550752 0.456484  0.35
H: -3.137787 -1.366035 1.480753  -0.06
H: -3.046206 0.076779 2.730383  -0.03
H: -4.294988 -1.251705 2.999298  0.37
H: 1.918105 -0.900172 -1.720862  0.53
H: 1.123526 0.342562 -0.599350  -0.17
H: 3.065686 0.485415 0.928950  0.29
H: 3.489893 -1.279691 0.628181  0.37
H: 5.326253 0.004571 -0.340351  0.30
H: 4.414191 -0.489968 -1.858638  0.42
H: 3.585428 2.175239 -0.327853  0.17
H: 5.231853 2.263788 -1.240509  0.33
H: 3.412216 1.031202 -3.017734  0.17
H: 3.837334 2.664550 -3.037834  0.18
H: 1.049322 -3.342766 -1.483931  0.39
H: -0.423250 -6.417007 0.399929  0.33
H: 0.596490 -5.833796 -1.006975  0.45
H: -2.324378 -6.338521 -0.947794  0.25
H: -1.789751 -3.192718 -1.472448  0.13
H: -2.567104 -3.868952 0.094560  -0.15
H: -3.396482 -4.083069 -1.538822  0.48
H: -3.167642 -5.231604 -3.358466  0.39
H: -1.970522 -5.995670 -4.516140  0.33
H: -3.427422 -2.497338 -4.146700  0.33
H: -2.092087 -0.265232 -5.073765  0.34
H: 0.536859 -0.369546 -5.703960  0.38
H: 1.903485 -2.710672 -5.324522  0.36
H: 0.634315 -4.799476 -4.431241  0.30
C: -0.064847 1.243498 6.414236  -1.17
C: -1.117861 1.947601 7.259873  -0.48
N: -2.471764 1.425957 7.082705  0.21
C: -3.495898 2.264440 7.704746  -0.68
C: -3.475040 2.401437 9.226599  -0.97
C: -2.637277 -0.010218 7.288431  -0.08
C: -2.253298 -0.581583 8.652005  -1.17
H: -0.315154 1.290098 5.350816  0.10
H: 0.904356 1.730579 6.551879  0.48
H: 0.058383 0.195819 6.700302  0.28
H: -1.110694 3.002978 6.964779  0.46
H: -0.805844 1.915228 8.310628  0.26
H: -4.486583 1.911072 7.396354  0.35
H: -3.412942 3.269789 7.274492  0.41
H: -3.866655 1.508687 9.716558  0.22
H: -4.116248 3.234087 9.529389  0.40
H: -2.476023 2.607050 9.615635  0.27
H: -2.054950 -0.535265 6.523277  -0.29
H: -3.673858 -0.289831 7.067745  0.43
H: -1.316374 -0.168781 9.032006  0.24
H: -2.119844 -1.664951 8.571359  0.42
H: -3.033841 -0.413999 9.393189  0.32
C: 2.234076 4.650431 -6.606911  -1.36
C: 3.625651 5.252744 -6.755740  -0.36
N: 4.703869 4.392916 -6.271727  0.22
C: 5.993408 5.078569 -6.193080  -0.66
C: 6.622655 5.562005 -7.499018  -0.97
C: 4.751196 3.046161 -6.833990  -0.71
C: 4.896119 2.913298 -8.348865  -1.10
H: 2.024756 4.389819 -5.566034  0.27
H: 1.482454 5.376709 -6.928468  0.43
H: 2.104510 3.758619 -7.224769  0.29
H: 3.634879 6.181604 -6.174358  0.42
H: 3.775812 5.538714 -7.803614  0.28
H: 6.712148 4.435056 -5.672737  0.32
H: 5.871492 5.947708 -5.535498  0.41
H: 7.062025 4.738062 -8.063366  0.22
H: 7.434149 6.261425 -7.279029  0.40
H: 5.910581 6.086732 -8.138745  0.27
H: 3.841514 2.516563 -6.531252  0.30
H: 5.556970 2.480632 -6.352021  0.41
H: 4.263617 3.616400 -8.894941  0.25
H: 4.601336 1.905770 -8.658554  0.38
H: 5.928184 3.052323 -8.668495  0.29

Cartesian forces, eV/Å:
C 0.8 -0.3 0.8
N 0.2 0.7 -1.2
C -0.6 -0.2 -0.9
C 1.0 1.0 -2.6
C -1.2 -4.2 -2.0
C 1.6 1.1 2.7
O -3.2 -1.0 -4.5
O 3.1 -1.6 1.8
O -2.6 -0.2 -1.7
C -0.4 1.1 -1.3
C -0.5 0.8 -0.5
C 0.4 0.0 0.3
C -0.1 -0.5 0.1
C 0.5 0.2 0.1
C 0.1 -0.1 0.8
C -1.2 0.6 0.3
C -1.7 -1.5 0.9
C -0.2 0.2 1.0
C 0.6 -1.1 -0.1
C 0.8 0.8 1.7
C -0.6 -0.9 -0.1
N 0.7 0.5 0.2
C -0.1 1.7 2.4
N 0.6 2.5 3.3
C 0.3 -1.3 -2.1
C 0.2 0.5 1.7
C -0.5 0.3 -1.1
O -1.5 0.4 0.9
C 0.5 0.3 -2.1
C 1.7 3.0 -1.1
C 4.2 -0.2 -0.9
C 2.0 -2.4 0.3
C -1.4 -3.2 1.3
C -4.0 -0.5 1.2
C -1.2 2.4 -0.2
C 1.2 3.2 0.1
N -3.6 2.4 -2.2
C 0.0 0.1 1.7
S 4.5 -1.0 -1.5
H -0.3 -0.1 -1.9
H -0.4 1.3 0.7
H -0.6 -1.2 0.9
H -0.4 0.8 0.1
H 1.9 0.2 0.0
H 0.1 -1.9 -0.6
H 0.1 -1.4 -0.7
H -0.8 -0.4 1.3
H 0.2 1.2 1.3
H -0.7 -1.5 -0.9
H -0.6 0.5 1.5
H 1.7 -0.5 0.3
H 1.4 -1.0 0.4
H -0.8 -0.6 -1.3
H 1.2 -0.2 -1.0
H 1.3 -0.7 0.6
H -1.1 0.4 1.0
H 0.6 1.3 -0.6
H -0.6 0.9 1.1
H -0.7 -1.4 -0.9
H 1.1 0.5 -1.4
H -0.3 0.1 1.6
H 0.8 -1.8 -0.1
H 0.0 -1.1 -1.3
H -0.4 1.6 -0.9
H -1.6 0.1 -0.9
H -0.4 1.0 1.2
H 1.2 -0.5 -1.3
H -1.5 -0.9 0.1
H 0.3 0.8 0.3
H -0.5 -0.8 0.3
H -0.7 0.1 1.7
H 0.3 1.8 -0.5
H -1.5 0.5 1.0
H 1.1 1.3 -0.7
H -0.8 -1.5 0.8
H 0.3 -0.5 -1.5
H 1.6 0.0 0.9
H 1.5 0.2 -0.1
H -0.1 1.2 1.5
H 1.7 0.0 -0.4
H 0.7 -1.8 0.2
H -1.3 -1.4 0.7
H -2.0 0.5 0.2
H -1.2 1.7 -0.3
C 0.0 -0.1 0.0
C 0.0 -0.1 -0.1
N -0.3 0.1 -0.2
C 0.0 0.2 -0.2
C -0.2 0.0 0.2
C 0.2 -0.1 -0.2
C 0.0 -0.3 0.2
H 0.0 0.0 0.0
H -0.1 0.0 0.0
H 0.0 0.0 0.0
H -0.2 -0.1 0.1
H 0.1 0.0 0.1
H 0.2 -0.1 0.0
H 0.2 -0.1 0.0
H 0.1 0.1 0.0
H 0.0 0.0 0.0
H 0.0 0.0 0.0
H 0.1 0.1 0.0
H 0.0 0.3 0.0
H -0.1 0.0 0.0
H 0.0 0.1 0.0
H 0.1 0.1 0.0
C 0.0 -0.1 0.0
C 0.0 -0.1 0.0
N 0.2 0.0 0.3
C -0.1 0.2 0.2
C 0.3 0.0 -0.1
C -0.3 -0.1 0.1
C 0.1 -0.2 -0.2
H 0.1 0.0 -0.1
H 0.1 0.0 0.0
H 0.0 0.0 0.0
H 0.3 -0.1 0.0
H -0.1 0.1 -0.1
H -0.2 -0.1 -0.1
H -0.2 -0.1 -0.1
H -0.1 0.1 0.0
H -0.1 0.0 0.0
H 0.0 -0.1 0.0
H -0.1 0.2 0.0
H 0.1 0.3 0.0
H 0.0 0.0 0.1
H 0.0 0.1 0.0
H -0.1 0.1 -0.1

=====

[2]
Here is 2 unconnected molecules or ions with the total composition C5H12NO2 at a distorted geometry from the Open Molecules 2025 dataset. Energies are from the ωB97M-V functional and the def2-TZVPD basis.

The value obtained for the HOMO energy is -2.66 eV. The largest force on an atom comes out at 5.38 eV/Å. The value obtained for the energy above the lowest of the compared OMol25 structures with the same formula, charge and spin is 457.49 kJ/mol. For the lowest unoccupied orbital energy, the calculation gives 3.8769 eV. As for the spin multiplicity: 1. The net charge is -1. As for the molecular weight: 118.16 g/mol.

Each line ends with the Mulliken charge.
CARTESIAN COORDINATES (ANGSTROEM)
C: -0.760961 2.413348 -0.309016  -0.30
O: -0.388018 2.727235 -1.457435  -0.82
C: -0.320931 0.763122 -0.033000  -0.20
C: -1.504744 -0.133145 0.211137  -0.78
C: -0.997560 -1.540890 0.361991  0.07
C: 0.127619 -1.800967 1.047280  -1.15
N: 0.469577 0.297715 -1.252317  -0.78
H: -1.770492 2.302019 0.068093  0.21
H: -0.175087 2.904177 0.594018  0.09
H: 0.375630 0.890645 0.775603  0.44
H: -1.857603 0.208194 1.166590  0.29
H: -2.398050 -0.068509 -0.430562  0.30
H: -1.603655 -2.290158 -0.170700  0.34
H: 0.837038 -1.000737 1.443446  0.40
H: 0.380380 -2.844029 1.301363  0.28
H: -0.188072 0.609876 -1.993714  0.32
H: 1.124112 1.167288 -1.435205  0.30
H: 3.320567 -1.524601 -0.534121  0.32
H: 2.160081 -1.505320 0.231215  0.38
O: 3.170167 -1.575263 0.415342  -0.69

Cartesian forces, eV/Å:
C 2.1 -3.0 4.0
O -0.1 2.0 -3.3
C 0.6 1.8 -2.5
C 0.9 -0.3 0.4
C 0.1 0.2 0.3
C 0.1 -0.5 0.5
N 0.4 2.7 0.1
H -1.6 0.8 -0.3
H -0.6 0.0 -0.7
H 0.0 -0.7 0.7
H -0.5 0.0 0.8
H 0.7 0.3 -0.4
H 0.5 -0.2 0.7
H -1.5 -1.1 -0.4
H 0.1 0.5 -0.4
H 0.3 -0.5 0.2
H -1.3 -2.0 0.7
H 1.1 0.1 -0.2
H 1.8 -0.1 1.3
O -2.9 0.1 -1.3

=====

[3]
Here is 2 unconnected molecules or ions with the total composition C6H5IN2O at a distorted geometry from the Open Molecules 2025 dataset. Energies are from the ωB97M-V functional and the def2-TZVPD basis.

The value obtained for the HOMO energy is -8.94 eV. The largest force on an atom comes out at 5.35 eV/Å. The value obtained for the energy above the lowest of the compared OMol25 structures with the same formula, charge and spin is 182.84 kJ/mol. For the lowest unoccupied orbital energy, the calculation gives -0.8326 eV. As for the spin multiplicity: 1. The net charge is 0. As for the molecular weight: 248.02 g/mol.

Each line ends with the Mulliken charge.
CARTESIAN COORDINATES (ANGSTROEM)
C: -0.778016 -2.802207 -0.210735  0.16
C: 1.394579 1.273098 0.297887  -0.48
C: 1.098245 -0.131531 0.263690  -0.18
C: 0.450844 1.874135 -0.432379  -0.54
C: -0.062257 -0.175669 -0.394606  0.03
C: -1.556160 -1.712455 -0.594413  -0.05
N: -0.063143 -3.703962 -0.032019  -0.42
N: -2.782496 -1.493748 0.127647  -0.62
O: -0.424824 0.969513 -0.902624  -0.24
I: -3.658552 0.342009 0.003057  0.16
H: 2.228603 1.665459 0.851391  0.40
H: 1.633475 -0.895014 0.721882  0.54
H: 0.267696 2.888257 -0.620501  0.47
H: -1.824397 -1.478661 -1.561337  0.43
H: -2.576576 -1.801388 1.082294  0.35

Cartesian forces, eV/Å:
C 1.9 -2.8 -0.2
C 0.9 -0.7 0.3
C -0.6 1.2 0.1
C 0.7 0.6 0.4
C -2.5 -4.7 -0.5
C 0.2 4.8 1.6
N -1.2 1.4 0.1
N 1.6 -1.1 0.9
O -1.3 1.0 -0.4
I 0.2 -0.3 0.1
H 0.0 0.4 -0.2
H 0.6 -1.2 0.7
H -0.3 1.0 -0.5
H 0.5 -0.3 -2.5
H -0.8 0.7 0.0

=====

[4]
Here is a molecular structure, C9H33N12NiO11 at a distorted geometry from the Open Molecules 2025 dataset. Energies are from the ωB97M-V functional and the def2-TZVPD basis.

The value obtained for the HOMO energy (spin up / spin down) is -11.53 / -11.53 eV. The largest force on an atom comes out at 2.05 eV/Å. The value obtained for the energy above the lowest of the compared OMol25 structures with the same formula, charge and spin is 0.00 kJ/mol. For the lowest unoccupied orbital energy (spin up / spin down), the calculation gives -2.7673 / -4.0306 eV. As for the spin multiplicity: 3. The net charge is +1. As for the molecular weight: 544.13 g/mol.

Each line ends with the Löwdin spin population.
CARTESIAN COORDINATES (ANGSTROEM)
Ni: -12.644690 23.409033 -15.351941  1.83
O: -11.670153 19.614894 -16.731634  0.00
C: -11.399979 20.914377 -16.943853  0.01
O: -11.971714 21.720058 -16.163589  0.04
O: -10.638762 21.252367 -17.867815  0.00
H: -11.360286 19.112475 -17.504416  0.00
C: -11.423149 18.534556 -20.932495  0.00
O: -10.125768 18.742639 -20.321947  0.00
H: -11.703070 19.517753 -21.310423  0.00
H: -11.322469 17.822379 -21.746330  0.00
H: -12.098650 18.273368 -20.122481  0.00
H: -9.753722 19.578070 -20.613376  0.00
C: -10.336758 19.213263 -13.948825  0.00
O: -11.519553 18.516327 -14.244205  0.00
H: -9.558300 19.053880 -14.699280  0.00
H: -10.504158 20.287035 -13.776381  0.00
H: -9.885582 18.935357 -12.993538  0.00
H: -11.842943 18.850913 -15.092256  0.00
C: -11.099575 25.006612 -17.370669  0.01
O: -11.415822 24.775884 -16.170913  0.03
N: -10.566770 24.108803 -18.213037  0.00
N: -11.435541 26.210453 -17.884669  0.00
H: -10.339012 24.558298 -19.081717  0.00
H: -10.382539 23.132139 -17.983579  0.00
H: -12.152136 26.674033 -17.352784  0.00
H: -11.343473 26.498547 -18.842552  0.00
C: -15.078603 23.852561 -17.438377  0.00
O: -14.230394 23.352496 -16.677426  0.03
N: -14.963431 25.115367 -17.899324  0.00
N: -16.152244 23.147101 -17.875121  0.00
H: -14.117461 25.568432 -17.612270  0.00
H: -15.672393 25.525680 -18.476954  0.00
H: -16.721575 23.634405 -18.540599  0.00
H: -16.202862 22.180216 -17.615966  0.00
C: -12.958185 22.147073 -20.792023  0.00
O: -13.624798 22.244824 -21.813290  0.00
N: -11.672804 22.599466 -20.678085  0.00
N: -13.367396 21.511024 -19.654794  0.00
H: -11.198201 22.513980 -19.802809  0.00
H: -11.381813 23.136533 -21.476535  0.00
H: -12.620401 21.455219 -18.982649  0.00
H: -14.324275 21.300678 -19.462202  0.00
C: -14.405481 21.518658 -13.553140  0.01
O: -13.691635 22.430728 -14.003088  0.03
N: -14.037643 20.222035 -13.521910  0.00
N: -15.624002 21.788836 -13.032808  0.00
H: -14.668143 19.545752 -13.135221  0.00
H: -13.111018 19.947327 -13.817359  0.00
H: -16.337611 21.107147 -12.856210  0.00
H: -15.905152 22.750480 -13.131860  0.00
C: -7.216978 22.185077 -19.077467  0.00
O: -7.620402 23.292923 -18.733216  0.00
N: -6.043114 21.984278 -19.720904  0.00
N: -7.930463 21.037452 -18.845897  0.00
H: -5.440292 22.765481 -19.912947  0.00
H: -5.614229 21.096848 -19.903734  0.00
H: -7.612943 20.154913 -19.194321  0.00
H: -8.803571 21.166665 -18.360637  0.00
C: -10.336200 16.042548 -17.583823  0.00
O: -10.104261 15.545714 -16.502207  0.00
N: -9.371454 16.359697 -18.503514  0.00
N: -11.612801 16.327389 -18.014730  0.00
H: -8.468752 16.262857 -18.063920  0.00
H: -9.495037 16.998707 -19.271159  0.00
H: -12.388319 16.132747 -17.406783  0.00
H: -11.857065 16.687124 -18.916558  0.00

Cartesian forces, eV/Å:
Ni 0.2 -1.0 -1.4
O -0.3 -0.1 -0.6
C 0.3 1.6 0.0
O -0.3 -0.4 0.7
O -0.2 -0.3 -0.3
H 0.2 -0.1 0.2
C 1.2 1.4 0.2
O 0.0 -0.6 0.2
H -0.6 -0.3 -0.3
H -0.4 -0.2 0.1
H -0.3 -0.3 -0.3
H -0.1 0.0 0.0
C 0.8 0.7 0.5
O -0.6 0.1 0.5
H -0.1 0.1 -0.1
H -0.1 0.1 -0.5
H -0.4 -0.7 -0.1
H 0.4 -0.3 0.0
C -0.5 -1.5 -0.8
O -0.6 -0.4 0.6
N -0.5 1.8 0.8
N -0.4 0.6 0.5
H 0.5 -0.9 -0.4
H 0.3 0.1 0.2
H 0.4 0.4 0.1
H 0.2 -0.3 -0.1
C 0.0 -0.2 -0.2
O 0.0 0.0 0.3
N 0.1 -0.7 0.5
N 1.1 1.0 0.5
H -0.1 0.5 -0.3
H 0.2 0.4 -0.1
H -0.5 -0.8 -0.2
H -0.4 -0.1 -0.2
C -0.7 -0.4 -0.8
O 0.2 0.3 0.6
N -0.6 0.0 -0.8
N 0.7 0.2 0.1
H 0.4 0.2 -0.1
H 0.5 0.0 0.2
H -0.7 -0.3 0.6
H 0.0 -0.1 -0.1
C -0.4 -1.5 0.1
O 0.4 0.8 0.2
N 0.1 1.0 -0.3
N 0.1 1.0 -0.3
H 0.2 -0.2 0.1
H 0.1 -0.3 0.1
H 0.1 -0.2 0.1
H -0.2 -0.1 0.1
C -0.3 -0.3 0.3
O 0.0 -0.3 -0.2
N 1.0 0.4 -0.6
N 0.2 0.8 -0.1
H -0.3 0.2 0.2
H -0.3 -0.2 0.2
H -0.2 -0.2 0.2
H -0.1 -0.5 0.0
C -0.4 0.2 -0.6
O 0.0 0.1 -0.1
N 0.6 -0.5 0.8
N -0.8 0.4 0.4
H 0.2 0.1 -0.5
H -0.1 0.2 0.1
H 0.2 -0.2 0.2
H 0.4 -0.2 -0.2

=====

Which of these has the highest molecular weight?
C42H75N6O4S